This record from the OMol25 dataset describes a cluster of 12 separate species, C5H36N2O12 in total in a non-equilibrium geometry. The level of theory is ωB97M-V/def2-TZVPD.

Values from the calculation:
SMILES string: C[C@H](O)CNCCN.O.O.O.O.O.O.O.O.O.O.O
E_tot (Eh): -1224.42224
Energy relative to the best compared isomer or geometry (same formula, charge and spin) (kcal/mol): 76.9
Kohn-Sham gap (eV): 8.8
HOMO (Ha): -0.317
Lowest unoccupied orbital energy (eV): 0.14

```
55
C5H36N2O12 (ωB97M-V/def2-TZVPD)
C 1.79 1.33 -3.13
C 1.92 0.46 -1.79
O 0.89 -0.48 -1.62
C 1.95 1.35 -0.54
N 2.44 0.64 0.61
C 1.97 0.99 1.92
C 1.06 -0.03 2.70
N -0.07 -0.63 1.97
H 2.69 1.85 -3.43
H 1.12 2.05 -3.06
H 1.57 0.66 -4.02
H 2.93 -0.08 -1.91
H 0.93 -1.07 -2.43
H 0.91 1.62 -0.49
H 2.64 2.22 -0.78
H 2.34 -0.40 0.46
H 2.92 1.17 2.47
H 1.42 1.96 1.99
H 0.61 0.55 3.54
H 1.71 -0.90 3.04
H 0.15 -0.67 0.93
H -0.22 -1.54 2.24
O -0.48 3.12 2.80
H -1.06 3.85 2.92
H -1.01 2.35 2.46
O -0.39 -2.16 -3.31
H -1.22 -1.56 -3.18
H -0.66 -3.01 -3.70
O -2.34 -3.25 2.83
H -1.91 -2.47 3.31
H -2.62 -2.80 1.97
O -0.67 -2.83 -0.77
H -0.34 -2.82 -1.73
H -0.46 -2.01 -0.35
O -0.68 4.20 -1.11
H -0.12 4.27 -0.38
H -0.34 4.11 -1.99
O -2.22 1.49 1.58
H -1.92 0.54 1.71
H -2.98 1.40 2.18
O -2.55 2.25 -0.91
H -2.24 1.93 -0.04
H -2.24 3.08 -1.03
O -1.75 -0.28 -1.56
H -2.25 0.63 -1.61
H -0.81 -0.08 -1.41
O 2.58 -2.37 -0.70
H 1.85 -1.80 -0.82
H 2.30 -3.10 -0.16
O -3.12 -1.18 0.50
H -3.95 -0.94 0.10
H -2.38 -1.09 -0.24
O 1.06 -3.34 1.24
H 0.18 -3.44 0.75
H 1.06 -3.79 2.00
```

Results of the Mulliken charge analysis, in e, for atoms 1 through 5:
1 C -1.64
2 C 0.22
3 O -0.46
4 C -0.26
5 N -0.27


This record from the OMol25 dataset describes a cluster of 14 separate species, C5H36N3O13 in total in a non-equilibrium geometry. The level of theory is ωB97M-V/def2-TZVPD.

Values from the calculation:
E_tot (Eh): -1354.26717
Energy relative to the best compared isomer or geometry (same formula, charge and spin) (kcal/mol): 31.6
Kohn-Sham gap (eV): 8.5
HOMO (Ha): -0.405
Lowest unoccupied orbital energy (eV): -2.49
Net charge: +1

```
57
C5H36N3O13 (ωB97M-V/def2-TZVPD)
C -0.47 -0.45 -0.24
C 0.61 0.60 -0.24
C 0.13 1.99 0.03
C -0.71 2.71 -0.78
N -1.08 3.86 -0.12
C -0.60 3.77 1.09
N 0.25 2.69 1.18
N 0.22 -1.79 -0.04
H -1.06 -0.55 -1.19
H -1.30 -0.54 0.45
H 1.41 0.33 0.41
H 1.02 0.60 -1.25
H -1.21 2.38 -1.68
H -0.94 4.28 1.98
H 0.71 2.32 2.00
H -0.54 -2.47 -0.07
H 0.87 -2.08 -0.77
H 0.94 -1.68 0.68
H -3.43 -0.47 -2.63
H -2.54 -1.67 -2.77
O -2.75 -0.97 -2.13
H 3.11 -2.42 -0.57
H 3.23 -1.52 0.66
O 2.78 -2.31 0.33
H -1.26 -4.98 1.62
H -2.09 -3.71 1.21
O -1.35 -4.28 0.97
H -2.55 -2.32 4.30
H -3.32 -2.34 2.99
O -2.44 -2.22 3.35
H 3.06 -0.23 -1.74
H 3.30 0.95 -0.76
O 3.31 -0.01 -0.83
H -3.04 -1.66 -0.58
H -3.42 -2.81 0.30
O -2.66 -2.25 0.11
H 3.31 2.29 3.20
H 2.51 1.15 2.83
O 2.78 2.01 2.45
H 2.67 4.82 -0.41
H 1.32 4.29 -0.40
O 2.23 3.96 -0.42
H 1.33 -3.39 -3.20
H 2.01 -4.13 -2.01
O 1.57 -3.32 -2.27
H 2.27 2.87 -2.69
H 3.08 1.81 -3.59
O 2.74 2.03 -2.72
H -2.41 0.60 0.65
H -3.00 2.02 0.66
O -2.93 1.22 1.18
H -4.31 1.94 -2.46
H -2.89 1.50 -2.23
O -3.61 1.39 -2.85
H 0.93 -1.23 3.18
H 2.46 -1.59 3.05
O 1.77 -0.97 2.78
```

Results of the Mulliken charge analysis, in e, for atoms 1 through 5:
1 C -1.43
2 C -0.30
3 C 0.25
4 C -0.79
5 N -0.62


This record from the OMol25 dataset describes a cluster of 13 separate species, C5H36NO13 in total in a non-equilibrium geometry. The level of theory is ωB97M-V/def2-TZVPD.

Values from the calculation:
E_tot (Eh): -1244.66244
Energy relative to the best compared isomer or geometry (same formula, charge and spin) (kcal/mol): 125.0
Kohn-Sham gap (eV): 10.0
HOMO (Ha): -0.460
Lowest unoccupied orbital energy (eV): -2.50
Net charge: +1

```
55
C5H36NO13 (ωB97M-V/def2-TZVPD)
C -2.52 -0.55 -0.52
O -1.59 -0.82 0.51
C -2.30 -1.39 -1.79
C -0.77 -1.21 -2.31
C -0.31 0.20 -2.44
C 0.92 0.51 -2.92
N 1.31 1.93 -2.63
H -3.48 -0.70 0.04
H -2.55 0.51 -0.72
H -0.96 -1.63 0.54
H -2.46 -2.42 -1.87
H -3.01 -0.86 -2.55
H -0.06 -1.69 -1.63
H -0.60 -1.83 -3.23
H -1.04 1.02 -2.08
H 1.59 -0.05 -3.37
H 0.68 2.30 -1.88
H 1.29 2.49 -3.53
H 2.21 1.77 -2.32
H -3.45 3.34 -0.67
H -3.45 4.17 -1.89
O -2.98 3.52 -1.44
H 2.29 -4.71 0.14
H 1.05 -5.35 0.89
O 1.24 -4.76 0.21
H 0.64 -0.70 2.33
H 0.64 -1.67 3.61
O 1.00 -1.51 2.73
H 3.42 -0.22 -2.06
H 3.95 1.00 -0.97
O 3.71 0.76 -1.87
H 3.61 1.25 1.79
H 3.21 -0.08 1.26
O 3.58 0.71 0.99
H -1.86 0.14 3.28
H -2.09 -1.29 2.73
O -1.44 -0.75 3.43
H -0.54 2.17 0.15
H -1.39 2.85 -0.97
O -0.48 2.59 -0.69
H -2.70 2.01 4.14
H -3.69 1.21 3.49
O -2.80 1.61 3.30
H 0.76 -1.80 1.17
H 0.66 -3.25 0.65
O 0.64 -2.29 0.39
H -0.88 0.45 1.27
H -1.41 1.49 1.98
O -0.56 1.25 1.70
H 1.03 1.54 2.31
H 1.51 2.71 3.24
O 1.80 2.08 2.68
H 2.22 -1.95 -1.12
H 3.63 -2.25 -1.55
O 2.78 -1.89 -1.93
```

Results of the Mulliken charge analysis, in e, for atoms 1 through 5:
1 C -0.20
2 O -0.52
3 C -0.89
4 C -0.35
5 C 0.35


This record from the OMol25 dataset describes a cluster of 14 separate species, C5H36O14 in total in a non-equilibrium geometry. The level of theory is ωB97M-V/def2-TZVPD.

Values from the calculation:
E_tot (Eh): -1265.31962
Energy relative to the best compared isomer or geometry (same formula, charge and spin) (kcal/mol): 145.2
Kohn-Sham gap (eV): 10.1
HOMO (Ha): -0.378
Lowest unoccupied orbital energy (eV): -0.17

```
55
C5H36O14 (ωB97M-V/def2-TZVPD)
O 0.73 3.03 -1.26
C 0.57 2.69 -2.45
C -0.07 1.49 -3.08
C -0.97 0.60 -2.19
C -2.44 1.10 -2.00
C -3.20 1.09 -3.44
H 1.03 3.49 -3.16
H 0.71 0.86 -3.56
H -0.72 1.88 -3.96
H -0.49 0.71 -1.24
H -0.96 -0.49 -2.53
H -2.37 2.18 -1.63
H -2.74 0.47 -1.08
H -3.31 0.02 -3.69
H -2.75 1.57 -4.24
H -4.11 1.66 -3.17
H 0.84 0.51 2.03
H 0.71 -1.10 1.80
O 0.30 -0.32 2.25
H -1.10 0.45 3.04
H -2.13 0.98 2.09
O -1.98 0.68 2.91
H 3.85 -0.13 1.36
H 3.71 -1.88 1.61
O 3.70 -1.15 0.98
H 3.84 -2.18 -0.64
H 3.46 -2.36 -2.03
O 4.29 -2.43 -1.48
H -1.79 -2.28 -1.95
H -0.96 -2.77 -3.27
O -1.78 -2.54 -2.81
H 0.39 3.09 0.36
H 0.59 4.13 1.47
O 0.44 3.15 1.30
H 1.20 -1.90 -0.03
H -0.08 -2.78 0.35
O 0.51 -2.56 -0.43
H 0.67 0.82 4.83
H -0.30 1.95 4.38
O 0.63 1.59 4.33
H 1.69 1.82 3.15
H 1.79 2.17 1.62
O 2.21 1.62 2.29
H -3.52 -2.38 3.07
H -2.74 -1.06 2.73
O -3.35 -1.77 2.41
H -3.79 -2.95 -0.49
H -4.09 -1.91 0.64
O -4.36 -2.35 -0.12
H 3.31 0.66 -2.13
H 3.36 1.87 -3.07
O 2.78 1.25 -2.60
H 1.73 -3.87 2.17
H 1.22 -2.42 2.54
O 0.96 -3.26 2.43
```

Results of the Mulliken charge analysis, in e, for atoms 1 through 5:
1 O -0.61
2 C -0.16
3 C -0.47
4 C 0.06
5 C -0.22